1.
Here is a molecular structure, C26H23FN2O4STi at a distorted geometry from the OMol25 dataset. Energies are from ωB97M-V with the def2-TZVPD basis set.

**Spin multiplicity**: 1
**Energy relative to the best compared isomer or geometry (same formula, charge and spin)**: 12.2 kcal/mol
**Molecular weight**: 526.4 g/mol
**E**: -75174.7236 eV
**Frontier orbital gap**: 7.63 eV
**LUMO**: -0.8 eV
**Total charge**: 0

Geometry (Å):
Ti: 10.90 9.58 12.99
C: 13.98 11.70 11.37
C: 13.52 10.74 12.37
O: 12.31 10.24 12.08
C: 14.10 10.36 13.54
C: 13.50 9.48 14.54
C: 14.33 8.98 15.76
N: 12.29 9.00 14.43
N: 11.84 8.28 15.55
C: 10.61 8.06 15.37
O: 9.98 8.49 14.27
C: 9.89 7.35 16.43
C: 10.61 6.96 17.53
C: 9.97 6.33 18.59
C: 8.64 6.05 18.51
C: 7.92 6.41 17.38
C: 8.49 7.13 16.36
H: 14.71 11.09 10.76
H: 13.04 11.99 10.85
H: 14.53 12.52 11.84
H: 15.09 10.70 13.79
H: 15.40 9.03 15.64
H: 13.86 9.51 16.56
H: 14.03 7.92 15.67
H: 11.62 7.21 17.61
H: 10.59 5.96 19.43
H: 8.17 5.39 19.24
H: 6.81 6.17 17.37
H: 7.90 7.48 15.49
F: 14.01 14.65 15.18
C: 13.05 13.83 14.66
C: 12.47 12.91 15.46
C: 11.41 12.14 15.06
C: 10.93 12.23 13.72
C: 9.83 11.31 13.21
C: 11.55 13.20 12.98
C: 12.64 13.97 13.34
H: 12.79 12.77 16.52
H: 11.04 11.40 15.77
H: 9.27 11.78 12.37
H: 9.14 11.10 14.06
H: 11.09 13.41 12.01
H: 13.15 14.70 12.77
O: 10.77 12.25 5.78
C: 11.59 11.38 6.44
O: 12.66 11.03 5.94
C: 11.18 10.83 7.79
C: 12.18 9.95 8.34
C: 11.86 9.11 9.35
C: 10.52 9.14 9.94
S: 10.12 8.12 11.36
C: 9.57 10.01 9.42
C: 9.91 10.82 8.27
H: 10.00 12.48 6.28
H: 13.22 10.02 7.97
H: 12.56 8.43 9.85
H: 8.60 10.17 9.87
H: 9.20 11.53 7.80

Löwdin atomic charge list, values in e, 4 entries:
1. Ti 0.85
2. C 0.00
3. C -0.39
4. O -0.22

=====

2.
Here is a molecular structure, C26H23MnN9O7S at a distorted geometry from the OMol25 dataset. Energies are from ωB97M-V with the def2-TZVPD basis set.

**Spin multiplicity**: 6
**Energy relative to the best compared isomer or geometry (same formula, charge and spin)**: 110.3 kcal/mol
**Molecular weight**: 660.5 g/mol
**E**: -97232.4836 eV
**Frontier orbital gap (alpha / beta)**: 4.48 / 5.34 eV
**LUMO (alpha / beta)**: -1.0 / -2.9 eV
**Total charge**: 0

Geometry (Å):
Mn: 0.89 0.54 -1.54
O: 4.51 1.92 -2.23
C: 3.34 1.75 -2.01
O: 2.71 0.63 -1.90
C: 2.40 2.94 -1.81
C: 2.86 4.24 -1.73
C: 1.95 5.25 -1.47
C: 0.62 4.91 -1.31
C: 0.24 3.59 -1.42
N: 1.11 2.60 -1.67
H: 3.92 4.41 -1.86
H: 2.27 6.28 -1.40
H: -0.13 5.66 -1.09
H: -0.80 3.30 -1.28
O: -2.83 1.37 6.53
S: -1.88 1.64 7.59
O: -2.03 0.88 8.80
O: -1.41 3.01 7.71
C: -0.18 0.98 6.87
N: 0.73 0.66 7.74
C: 1.91 0.33 7.15
C: 2.08 0.35 5.79
C: 0.99 0.69 4.95
N: -0.18 1.02 5.60
C: 0.99 0.72 3.54
C: 2.14 0.51 2.73
C: 2.04 0.53 1.37
N: 0.88 0.73 0.70
C: -0.22 0.98 1.46
C: -0.22 0.98 2.83
H: 2.70 0.05 7.83
H: 3.04 0.09 5.37
H: 3.11 0.35 3.18
H: 2.92 0.41 0.75
H: -1.14 1.18 0.92
H: -1.12 1.19 3.38
N: -3.95 -1.17 -0.20
C: -3.23 -0.35 -1.01
C: -1.83 -0.35 -0.99
N: -1.11 0.43 -1.79
C: -1.81 1.20 -2.66
C: -3.18 1.18 -2.68
N: -3.91 0.43 -1.85
H: -3.52 -1.56 0.62
H: -4.94 -1.02 -0.18
H: -1.28 -0.98 -0.29
H: -1.24 1.81 -3.35
H: -3.74 1.81 -3.36
O: -2.69 -3.41 -6.30
C: -2.06 -4.42 -5.55
N: -1.26 -3.72 -4.58
C: -0.53 -4.39 -3.67
O: -0.52 -5.61 -3.63
C: 0.26 -3.58 -2.68
C: 0.98 -4.28 -1.71
C: 1.73 -3.57 -0.79
C: 1.72 -2.19 -0.84
N: 1.00 -1.50 -1.74
C: 0.31 -2.19 -2.65
H: -3.21 -3.80 -7.01
H: -1.42 -5.06 -6.17
H: -2.79 -5.06 -5.04
H: -1.30 -2.71 -4.64
H: 0.93 -5.36 -1.72
H: 2.31 -4.07 -0.04
H: 2.30 -1.60 -0.15
H: -0.22 -1.59 -3.38

Löwdin atomic charge list, values in e, 4 entries:
1. Mn 0.72
2. O 0.09
3. C -0.57
4. O -0.14

=====

3.
Here is a molecular structure, C26H23N4O3RhTe at a distorted geometry from the OMol25 dataset. Energies are from ωB97M-V with the def2-TZVPD basis set.

**Spin multiplicity**: 1
**Energy relative to the best compared isomer or geometry (same formula, charge and spin)**: 18.1 kcal/mol
**Molecular weight**: 670.0 g/mol
**E**: -49725.1616 eV
**Frontier orbital gap (alpha / beta)**: 3.52 / 3.57 eV
**LUMO (alpha / beta)**: -9.1 / -9.0 eV
**Total charge**: +2

Geometry (Å):
Rh: 1.17 -0.91 -0.04
O: 2.49 5.82 -0.20
C: 1.39 5.30 -0.06
O: 0.20 5.60 0.00
C: 1.51 3.71 0.05
C: 0.87 3.05 1.10
C: 0.87 1.67 1.10
N: 1.47 1.00 0.10
C: 2.16 1.61 -0.88
C: 2.20 2.99 -0.93
C: 2.85 0.66 -1.77
C: 3.78 1.02 -2.73
C: 4.46 0.03 -3.42
C: 4.21 -1.30 -3.14
C: 3.26 -1.60 -2.18
N: 2.58 -0.65 -1.53
C: 0.24 0.77 2.10
C: -0.30 1.19 3.30
C: -0.82 0.25 4.18
C: -0.76 -1.09 3.85
C: -0.20 -1.45 2.64
N: 0.26 -0.54 1.77
H: 0.35 3.61 1.87
H: 2.74 3.52 -1.70
H: 3.99 2.06 -2.90
H: 5.20 0.29 -4.17
H: 4.74 -2.10 -3.64
H: 3.02 -2.63 -1.94
H: -0.28 2.24 3.55
H: -1.24 0.56 5.12
H: -1.13 -1.85 4.52
H: -0.13 -2.49 2.33
C: -1.82 1.55 -0.74
Te: -1.00 -0.19 -1.67
C: -2.87 -1.11 -1.23
C: -3.72 -0.09 -0.51
C: -5.00 -0.42 -0.09
C: -5.80 0.55 0.49
C: -5.32 1.85 0.66
C: -4.03 2.17 0.27
C: -3.23 1.20 -0.32
H: -1.78 2.36 -1.47
H: -1.21 1.83 0.11
H: -2.72 -2.03 -0.66
H: -3.30 -1.39 -2.19
H: -5.38 -1.42 -0.23
H: -6.81 0.30 0.80
H: -5.95 2.60 1.11
H: -3.66 3.18 0.40
C: 0.70 -5.29 -0.63
C: 1.28 -4.02 -0.10
N: 2.43 -4.07 0.57
O: 0.69 -2.93 -0.32
H: 1.22 -6.17 -0.26
H: 0.75 -5.28 -1.72
H: -0.35 -5.34 -0.36
H: 2.89 -4.95 0.77
H: 2.84 -3.24 0.95

Löwdin atomic charge list, values in e, 4 entries:
1. Rh 0.94
2. O 0.06
3. C -0.69
4. O 0.03

=====

4.
Here is a molecular structure, C26H23OPt at a distorted geometry from the OMol25 dataset. Energies are from ωB97M-V with the def2-TZVPD basis set.

**Spin multiplicity**: 3
**Energy relative to the best compared isomer or geometry (same formula, charge and spin)**: 0.0 kcal/mol
**Molecular weight**: 546.5 g/mol
**E**: -32620.3865 eV
**Frontier orbital gap (alpha / beta)**: 3.68 / 4.97 eV
**LUMO (alpha / beta)**: 2.5 / 2.5 eV
**Total charge**: -1

Geometry (Å):
C: 0.50 -2.13 1.55
C: -0.85 -2.14 1.09
C: -0.83 -2.15 -0.37
H: -1.73 -2.27 1.70
C: 0.58 -2.03 -0.77
C: 1.37 -1.98 0.45
H: 2.46 -1.94 0.50
H: 0.81 -2.27 2.57
H: -1.65 -2.34 -1.06
H: 0.94 -2.10 -1.80
C: -1.04 1.89 0.37
C: -0.64 2.09 1.78
C: 0.84 1.88 1.82
H: -1.18 2.71 2.50
C: 1.30 1.69 0.48
C: 0.18 1.90 -0.43
H: 0.25 2.09 -1.51
H: -2.03 2.10 -0.03
H: 1.48 2.27 2.61
H: 2.36 1.65 0.22
Pt: -0.20 -0.13 -0.03
O: -0.22 -0.19 -3.90
C: -1.41 -0.85 -4.37
C: -0.10 -0.95 -5.15
H: -1.72 -1.72 -3.79
H: -2.19 -0.21 -4.83
H: 0.44 -1.91 -5.05
H: 0.88 -1.93 -7.46
C: 0.60 -0.88 -7.56
C: 0.08 -0.22 -6.41
C: -0.30 1.14 -6.51
H: -0.69 1.65 -5.64
C: -0.14 1.81 -7.73
H: -0.41 2.86 -7.78
C: 0.35 1.15 -8.86
H: 0.46 1.69 -9.80
C: 0.71 -0.20 -8.77
H: 1.08 -0.73 -9.64
C: -0.18 0.77 2.30
C: 0.06 -0.07 3.28
C: -0.08 -0.09 4.69
C: -1.15 0.50 5.43
C: -1.06 0.61 6.81
C: 0.04 0.10 7.51
C: 1.06 -0.56 6.80
C: 0.99 -0.68 5.43
H: -2.01 0.89 4.87
H: -1.85 1.12 7.37
H: 0.11 0.21 8.60
H: 1.92 -0.96 7.33
H: 1.78 -1.15 4.84

Löwdin atomic charge list, values in e, 4 entries:
1. C -0.22
2. C -0.22
3. C -0.31
4. H 0.09